# 1
# C5H14

A cluster of 2 separate species, C5H14 in total in a non-equilibrium geometry (wB97M-V/def2-TZVPD, the Open Molecules 2025 dataset).

Last columns: bonded neighbours and bond lengths (Å).
CARTESIAN COORDINATES (ANGSTROEM)
1 H -0.00763 0.99173 0.06177  C7 1.096
2 H -1.04850 0.35907 2.11497  C18 1.169
3 C -1.45939 -1.41110 0.91388  H9 1.092, H13 1.073, C18 1.467, H19 1.080
4 H 0.37187 0.57026 -2.66976  C11 1.075
5 H 2.74264 1.31731 -1.26271  C6 1.067
6 C 1.83525 1.66084 -0.81817  H5 1.067, C7 1.528, H14 1.144, H15 1.045
7 C 0.83384 0.55528 -0.48892  H1 1.096, C6 1.528, C11 1.510, H12 1.130
8 H -0.54163 -0.46268 -1.95066  C11 1.112
9 H -0.56822 -1.25286 0.30376  C3 1.092
10 H 1.13597 -0.82590 -2.16009  C11 1.047
11 C 0.49226 -0.07449 -1.81789  H4 1.075, C7 1.510, H8 1.112, H10 1.047
12 H 1.24344 -0.21392 0.23102  C7 1.130
13 H -1.45344 -2.44965 1.18389  C3 1.073
14 H 2.12082 2.29492 0.09009  C6 1.144
15 H 1.47067 2.31760 -1.54456  C6 1.045
16 H -1.35416 -1.23662 3.12787  C18 1.124
17 H -2.59604 -0.41096 2.49536  C18 1.095
18 C -1.58193 -0.67881 2.17919  H2 1.169, C3 1.467, H16 1.124, H17 1.095
19 H -2.23594 -1.30863 0.17048  C3 1.080

Summary:
Orbital gap = 12.33 eV
ΔE to the lowest compared entry with this formula, charge and spin = 25.1 kcal/mol
SMILES = CCC.CC
Net charge = 0
Calculated total energy = -198.849142 Eh



# 2
# C5H14

A cluster of 2 separate species, C5H14 in total in a non-equilibrium geometry (wB97M-V/def2-TZVPD, the Open Molecules 2025 dataset).

Last columns: bonded neighbours and bond lengths (Å).
CARTESIAN COORDINATES (ANGSTROEM)
1 H -2.22994 -0.74730 0.44581  C19 1.089
2 C -0.86126 -0.88460 2.16331  C9 1.563, H10 1.269, H18 1.043, C19 1.574
3 C 1.19423 0.56749 -1.35137  H6 1.082, C8 1.631, H11 1.145, H16 1.093
4 H 1.88955 2.18549 -2.45233  C8 1.076
5 H 0.87583 0.87660 -3.39878  C8 1.062
6 H 1.68984 1.15885 -0.59303  C3 1.082
7 H -1.39297 -2.38452 0.41184  C19 1.137
8 C 1.68410 1.18186 -2.78066  C3 1.631, H4 1.076, H5 1.062, H15 1.166
9 C -0.32774 0.34982 1.36605  C2 1.563, H12 1.172, H14 1.213, H17 1.145
10 H -1.65096 -0.30776 2.97170  C2 1.269
11 H 0.10584 0.87003 -1.16679  C3 1.145
12 H -0.54262 1.30463 2.01142  C9 1.172
13 H -2.56082 -2.03201 1.58369  C19 1.073
14 H -0.52551 0.59922 0.19594  C9 1.213
15 H 2.54818 0.57169 -3.27015  C8 1.166
16 H 1.34106 -0.51461 -1.31421  C3 1.093
17 H 0.81313 0.25081 1.37391  C9 1.145
18 H -0.27490 -1.51798 2.74952  C2 1.043
19 C -1.77504 -1.52772 1.05414  H1 1.089, C2 1.574, H7 1.137, H13 1.073

Summary:
Orbital gap = 11.37 eV
ΔE to the lowest compared entry with this formula, charge and spin = 66.9 kcal/mol
SMILES = CCC.CC
Net charge = 0
Calculated total energy = -198.782573 Eh



# 3
# C5H14

A cluster of 2 separate species, C5H14 in total in a non-equilibrium geometry (wB97M-V/def2-TZVPD, the Open Molecules 2025 dataset).

Last columns: bonded neighbours and bond lengths (Å).
CARTESIAN COORDINATES (ANGSTROEM)
1 C 1.24524 1.86281 -0.91193  H7 1.089, C12 1.547, H17 1.105, H18 1.076
2 H 0.14889 0.10557 1.44378  C10 1.084
3 H -2.09284 0.49575 1.05970  C9 1.083
4 C -1.22729 -1.52696 0.89882  H8 1.097, C9 1.505, C10 1.549, H16 1.089
5 H 0.91978 -1.34844 0.78038  C10 1.100
6 H -2.78273 -0.61431 -0.30386  C9 1.079
7 H 2.04969 2.45764 -0.48312  C1 1.089
8 H -1.52903 -2.22396 1.69027  C4 1.097
9 C -2.28453 -0.48591 0.64460  H3 1.083, C4 1.505, H6 1.079, H15 1.122
10 C 0.11774 -0.97840 1.43539  H2 1.084, C4 1.549, H5 1.100, H11 1.087
11 H 0.35093 -1.46478 2.37901  C10 1.087
12 C 1.93448 0.89224 -1.89990  C1 1.547, H13 1.090, H14 1.100, H19 1.085
13 H 1.25051 0.09951 -2.20378  C12 1.090
14 H 2.10732 1.52496 -2.78255  C12 1.100
15 H -3.23307 -0.71270 1.20001  C9 1.122
16 H -1.10284 -2.15978 0.02118  C4 1.089
17 H 0.87007 1.23014 -0.08683  C1 1.105
18 H 0.35393 2.35839 -1.25433  C1 1.076
19 H 2.90375 0.48825 -1.62683  C12 1.085

Summary:
Orbital gap = 11.76 eV
ΔE to the lowest compared entry with this formula, charge and spin = 23.5 kcal/mol
SMILES = CCC.CC
Net charge = 0
Calculated total energy = -198.851693 Eh



# 4
# C5H14

A cluster of 2 separate species, C5H14 in total in a non-equilibrium geometry (wB97M-V/def2-TZVPD, the Open Molecules 2025 dataset).

Last columns: bonded neighbours and bond lengths (Å).
CARTESIAN COORDINATES (ANGSTROEM)
1 C 2.64469 0.70110 -1.99701  H2 1.093, H9 1.089, H12 1.095, C14 1.521
2 H 2.65725 1.52498 -2.71530  C1 1.093
3 H 2.31231 0.31151 0.08373  C14 1.091
4 H 0.05374 0.24017 1.23101  C16 1.088
5 C -1.62642 -0.75521 0.34370  H6 1.092, H8 1.088, C10 1.520, C16 1.530
6 H -2.30937 -0.37492 -0.41821  C5 1.092
7 H -3.33656 -1.14245 1.63848  C10 1.090
8 H -0.90983 -1.32114 -0.24716  C5 1.088
9 H 1.98919 -0.09012 -2.35748  C1 1.089
10 C -2.44761 -1.64734 1.26078  C5 1.520, H7 1.090, H11 1.090, H17 1.094
11 H -2.71862 -2.58418 0.77462  C10 1.090
12 H 3.66052 0.29354 -2.00362  C1 1.095
13 H -1.12304 1.35335 0.45080  C16 1.090
14 C 2.20585 1.14566 -0.61072  C1 1.521, H3 1.091, H15 1.083, H18 1.096
15 H 1.18616 1.50789 -0.57105  C14 1.083
16 C -0.99841 0.44978 1.04750  H4 1.088, C5 1.530, H13 1.090, H19 1.087
17 H -1.87966 -1.96863 2.13919  C10 1.094
18 H 2.88929 1.87282 -0.15658  C14 1.096
19 H -1.44800 0.68791 2.00861  C16 1.087

Summary:
Orbital gap = 12.36 eV
ΔE to the lowest compared entry with this formula, charge and spin = 5.2 kcal/mol
SMILES = CCC.CC
Net charge = 0
Calculated total energy = -198.880816 Eh